140
Properties=species:S:1:pos:R:3:forces:R:3 method="wB97M-V/def2-TZVPD" lumo_ev="1.88 / 1.87" charge=-1 homo_ev="-0.03 / -5.43" relative_energy_kcal_mol=43.9 multiplicity=2 homo_lumo_gap_ha="0.0698 / 0.2682"
C -0.419 -0.721 -0.405 -0.80 1.01 3.59
F -4.291 -2.424 -2.549 -0.01 0.73 0.50
H -2.851 -6.384 5.152 -0.38 -0.03 -0.50
H -0.972 2.130 -0.045 -0.03 0.20 -0.15
O 4.825 -4.644 -3.369 -1.00 0.38 -0.55
F -3.905 5.034 0.649 0.50 2.23 -0.96
H -0.652 -1.962 3.602 -0.63 -0.01 0.25
H 1.175 5.077 -3.535 -0.06 -0.24 0.71
C 0.605 -3.175 2.490 -2.01 -1.57 -0.21
H 0.499 0.840 1.460 0.22 -0.51 -0.18
H 3.317 3.058 -3.928 -0.18 0.04 -0.04
O -7.076 -1.130 -2.003 0.48 0.78 -0.70
H 0.638 -2.703 1.508 0.18 0.97 0.54
C -2.781 -6.457 2.426 -2.91 0.36 1.81
O 0.620 0.127 -0.533 -0.66 -1.48 -0.67
F -2.139 2.390 -4.307 -0.48 0.94 0.32
F 4.202 -3.548 5.683 -1.04 0.82 -0.88
O -0.728 4.625 -3.973 -1.60 -1.04 -0.62
H -0.191 6.897 -5.330 0.06 -0.12 -1.20
F -2.827 -7.035 0.166 0.04 -2.08 -0.69
C 5.659 2.595 -0.574 -5.47 -0.35 0.85
H -0.184 -0.776 5.802 0.09 0.01 -0.20
C 2.173 -3.451 4.314 -1.62 -3.39 -0.15
H 4.163 -3.563 -1.026 0.61 -0.02 -0.72
H -8.607 -1.913 -3.286 0.26 -0.48 0.57
F -1.137 -2.884 -1.011 0.94 0.58 -0.72
H -1.100 0.577 5.047 -0.50 -0.25 0.54
F 7.899 2.347 -1.465 -0.26 0.10 0.26
C 4.764 5.177 1.042 -1.53 -0.98 -0.41
C -3.415 3.238 2.030 -1.27 1.17 0.51
H 4.044 1.624 -4.626 0.16 -0.11 0.22
F 0.609 -0.868 -7.307 0.60 -0.12 0.10
C -4.927 -2.102 -1.410 -0.70 -0.60 1.24
O 0.660 2.154 4.454 0.61 2.06 -0.64
C -2.007 -6.889 4.681 -0.60 -0.01 1.67
F -0.206 4.723 3.894 2.23 -0.04 -0.30
C -4.263 4.545 1.827 0.84 -4.81 0.87
F 4.030 -1.942 4.166 -0.55 -0.66 1.21
H 4.326 5.585 1.953 0.36 0.42 0.00
F -4.101 5.440 2.837 -0.03 0.31 -0.91
F 6.314 2.895 -2.811 -0.18 -0.04 -0.01
C -1.502 4.246 -2.952 0.69 2.57 2.61
O -1.802 -6.471 3.348 0.37 0.46 -1.75
C -3.542 0.797 2.131 0.66 0.13 1.62
C 3.331 -2.707 5.059 0.40 -0.26 -0.74
H 1.543 6.802 -5.097 0.02 -0.08 0.23
C 4.540 -3.545 -3.780 1.37 -0.06 2.86
H -3.938 0.032 1.463 0.45 0.27 -0.51
O -2.236 3.270 2.427 1.58 0.14 0.55
H -3.392 -0.558 3.876 0.76 0.24 0.10
C 0.896 0.744 4.595 0.64 -0.17 1.26
H -3.985 1.101 4.284 -0.22 -0.19 0.03
H 5.262 5.903 0.399 0.69 -0.08 0.60
F -0.870 -6.367 0.938 -1.06 0.26 -0.28
O 0.265 1.185 -5.538 1.60 -2.96 1.35
H -7.678 0.360 -4.081 0.07 -0.38 0.15
O 1.801 -4.597 4.629 1.31 3.41 -0.76
F -0.477 -1.634 -5.637 -0.65 -0.55 0.17
F 0.497 -1.980 -2.222 -0.36 -0.38 -0.22
F -2.565 -5.046 0.450 0.52 1.95 0.53
C 0.875 0.160 -5.189 0.32 3.59 -0.66
H 2.871 -0.850 -1.708 -0.36 -0.25 0.36
C -2.222 -6.193 0.960 0.03 -0.67 1.33
F -4.701 -0.881 -0.946 0.68 0.32 -0.88
C 5.210 -3.079 -5.081 -2.59 0.33 -0.41
H 0.139 6.419 -3.090 -0.87 -0.45 0.19
F -1.581 -1.229 -2.346 0.77 -0.43 -0.20
H 0.502 2.946 -0.700 -0.08 0.12 0.13
H 0.808 5.404 -5.890 -0.44 0.30 -0.22
O 6.213 3.340 0.356 0.85 -1.39 -1.62
C 5.489 3.884 1.442 0.19 2.45 0.59
F 6.414 0.865 -1.997 -0.04 0.89 0.12
F 2.768 -1.937 5.989 0.32 0.25 -0.04
H -2.199 -7.961 4.661 -0.17 -0.01 -0.03
H 1.329 1.825 -3.352 -0.20 -0.23 0.53
C -0.620 -1.746 -1.545 -1.23 0.75 0.90
H -9.148 -1.114 -1.748 0.04 -0.13 -0.18
H 2.635 -3.339 -1.913 -0.12 -0.27 0.62
H 2.617 2.223 -5.372 -0.26 0.35 0.21
O -7.091 -3.312 -1.474 2.58 3.10 -0.62
H 3.880 4.925 0.457 -0.17 -0.26 -0.06
H -2.456 0.893 2.143 0.12 -0.41 -0.32
O -1.462 4.800 -1.865 -0.32 -1.21 -1.63
H -9.434 0.272 -3.937 -0.07 -0.04 0.13
C 3.599 -2.891 -1.673 -1.80 1.42 0.54
C -3.987 0.295 3.550 -0.12 -0.16 -1.09
H 1.864 0.573 5.065 0.32 0.27 -0.12
F 1.960 5.214 4.233 -0.67 -0.12 -0.37
C 0.264 5.609 -3.809 2.79 0.13 -0.32
C -0.802 -6.641 5.596 -0.38 -0.53 -0.45
O -1.191 -0.760 0.567 2.04 0.00 -2.64
F -2.362 2.159 -2.195 1.33 0.02 0.63
F 4.426 -2.235 -5.772 0.07 0.65 0.20
H 2.706 1.015 -2.535 -0.18 -0.61 -0.35
F 6.324 -2.500 -4.753 1.47 0.82 0.15
C 0.840 1.160 0.475 -0.30 0.34 0.00
H -8.461 0.989 -2.626 -0.04 0.40 -0.36
C 0.696 -1.133 -6.004 -0.27 -0.18 0.73
F -5.588 4.291 1.676 -0.32 0.28 0.50
C -6.463 -2.231 -1.645 -3.43 -4.22 0.76
O 1.833 0.057 -4.249 -0.60 -0.77 -0.17
F -3.769 3.318 -3.120 0.21 1.39 -1.10
C -2.459 3.067 -3.165 -0.44 -2.47 -0.49
O -3.998 -6.572 2.669 3.96 0.15 -1.07
C 3.091 2.101 -4.398 0.78 -0.53 -0.20
C 0.071 2.391 0.133 -0.60 -0.16 0.40
H 4.331 -1.019 -0.799 0.25 -0.16 -0.06
H -1.623 -3.159 2.686 0.21 0.18 -0.27
F 1.632 -2.068 -5.757 -0.25 0.55 -0.49
H 1.897 1.425 0.468 0.11 -0.73 0.01
C 1.468 2.931 3.673 -0.50 -1.24 -1.00
C -8.499 0.204 -3.381 -0.15 0.15 1.08
C 2.232 1.232 -3.493 -0.87 1.63 -1.30
C -0.197 0.293 5.588 0.10 0.34 -1.42
O -4.051 2.035 1.747 -2.08 -0.01 -0.78
H -0.126 0.842 6.526 0.06 0.07 -0.17
C 3.378 -1.508 -1.003 0.69 -0.54 -0.28
H -1.008 -7.155 6.535 -0.07 -0.46 -0.11
O 4.069 -2.537 -2.976 1.36 -1.23 -2.28
C 1.079 4.475 3.518 -1.39 -0.84 -0.58
H -0.740 -3.692 4.103 0.15 0.13 0.09
H 4.820 3.226 1.996 0.12 -0.38 -0.48
C 0.635 6.204 -5.170 -0.91 0.18 0.90
H 0.049 2.933 1.079 -0.09 0.67 -0.38
H 0.953 0.247 3.626 -0.52 0.02 -0.01
F 1.212 4.843 2.182 -0.04 -0.47 2.12
H -4.931 -0.230 3.401 -0.65 0.71 0.43
C -0.713 -2.997 3.264 0.64 0.36 -0.43
O 2.356 2.489 2.965 -0.38 0.47 0.87
C 6.598 2.182 -1.720 0.31 -0.97 -0.18
H -0.656 -5.622 5.956 0.25 0.17 -0.85
F 5.436 -4.072 -5.907 0.52 -1.06 -0.16
C -8.443 -1.099 -2.579 0.97 0.21 -0.67
H 0.048 -7.118 5.108 0.42 0.51 0.38
H 6.318 4.229 2.060 -0.13 -0.46 0.45
H 2.886 -1.580 -0.033 -0.34 -0.07 -0.22
F -4.470 -2.933 -0.435 -0.63 0.19 -1.02
O 1.640 -2.703 3.341 1.87 0.17 0.64
H 0.684 -4.218 2.181 0.66 -0.36 0.69
O 4.419 2.288 -0.608 5.01 0.92 -0.14